[1]
ORCA calculation (ωB97M-V/def2-TZVPD) on C6InO6 as an isolated structure at a distorted geometry.

* frontier orbital gap: 4.81 eV
* HOMO energy: -21.81 eV
* LUMO level: -17.01 eV
* total charge: +3

Geometry (Å):
1 O 1.43 0.97 -4.74
2 C 1.10 0.75 -3.66
3 In -0.31 -0.21 1.03
4 O -3.01 1.48 -0.81
5 C -2.11 0.97 -0.36
6 C 2.06 -1.00 0.50
7 O 3.13 -1.41 0.44
8 C 0.82 2.06 0.74
9 O 1.30 3.10 0.82
10 C -0.86 -2.10 -0.61
11 O -1.19 -3.03 -1.18
12 O -1.34 -0.91 4.46
13 C -1.02 -0.69 3.37

[2]
ORCA calculation (ωB97M-V/def2-TZVPD) on C70H144F24N11O15PS6 as an isolated structure at a distorted geometry.

* frontier orbital gap: 10.45 eV
* HOMO energy: -16.14 eV
* LUMO level: -5.69 eV
* total charge: +4

Geometry (Å):
1 C -8.88 0.08 -2.47
2 C -8.63 -1.33 -2.96
3 C -7.22 -1.73 -3.51
4 C -6.27 -1.86 -2.22
5 N -4.93 -2.55 -2.69
6 C -5.11 -4.02 -2.94
7 C -4.70 -4.85 -1.74
8 C -4.53 -3.77 -0.66
9 C -4.03 -2.58 -1.33
10 C -4.26 -1.93 -3.84
11 C -4.01 -0.46 -3.78
12 C -3.17 -0.10 -5.07
13 H -8.51 0.85 -3.17
14 H -8.46 0.30 -1.47
15 H -9.94 0.34 -2.27
16 H -9.28 -1.41 -3.85
17 H -9.03 -2.05 -2.28
18 H -6.88 -0.94 -4.21
19 H -7.30 -2.70 -3.92
20 H -6.76 -2.59 -1.50
21 H -5.96 -0.99 -1.73
22 H -4.46 -4.31 -3.79
23 H -6.11 -4.25 -3.30
24 H -3.82 -5.47 -1.99
25 H -5.53 -5.54 -1.43
26 H -3.89 -4.04 0.17
27 H -5.48 -3.54 -0.13
28 H -2.99 -2.65 -1.70
29 H -4.19 -1.65 -0.85
30 H -4.79 -2.11 -4.77
31 H -3.40 -2.53 -4.02
32 H -3.48 -0.13 -2.90
33 H -4.91 0.12 -3.85
34 H -3.66 -0.40 -6.00
35 H -2.22 -0.66 -4.97
36 H -2.85 0.94 -5.04
37 C -2.96 4.32 4.56
38 C -3.05 3.83 6.07
39 C -2.56 2.35 6.22
40 C -2.86 1.72 7.54
41 N -2.29 0.33 7.66
42 C -2.95 -0.60 6.58
43 C -2.91 -1.97 7.21
44 C -3.35 -1.59 8.68
45 C -2.60 -0.32 8.99
46 C -0.80 0.33 7.48
47 C 0.02 1.17 8.48
48 C 1.60 1.07 8.36
49 H -3.38 5.28 4.41
50 H -3.37 3.63 3.84
51 H -1.91 4.45 4.27
52 H -4.04 4.03 6.45
53 H -2.30 4.45 6.63
54 H -1.46 2.46 6.03
55 H -2.89 1.68 5.42
56 H -3.99 1.56 7.64
57 H -2.41 2.33 8.30
58 H -2.40 -0.63 5.67
59 H -3.98 -0.22 6.42
60 H -1.96 -2.48 7.16
61 H -3.68 -2.67 6.82
62 H -3.24 -2.37 9.47
63 H -4.45 -1.48 8.58
64 H -1.62 -0.66 9.42
65 H -3.14 0.34 9.64
66 H -0.57 0.71 6.49
67 H -0.44 -0.71 7.53
68 H -0.31 0.80 9.43
69 H -0.28 2.21 8.38
70 H 2.08 1.59 9.21
71 H 2.11 1.38 7.43
72 H 1.74 0.02 8.49
73 C 7.75 -5.02 2.31
74 C 8.03 -4.95 3.81
75 C 7.90 -3.60 4.41
76 C 7.91 -3.60 5.97
77 N 7.34 -2.32 6.60
78 C 8.04 -1.14 6.12
79 C 9.43 -1.12 6.78
80 C 9.13 -1.89 8.12
81 C 7.70 -2.34 8.08
82 C 5.84 -2.10 6.33
83 C 5.01 -3.34 6.72
84 C 3.52 -3.00 6.75
85 H 6.72 -4.79 2.17
86 H 8.03 -6.00 1.84
87 H 8.26 -4.25 1.77
88 H 9.02 -5.37 4.01
89 H 7.33 -5.62 4.32
90 H 6.99 -3.11 4.04
91 H 8.75 -2.95 4.05
92 H 8.87 -3.72 6.40
93 H 7.19 -4.38 6.41
94 H 7.50 -0.24 6.43
95 H 8.05 -1.15 5.07
96 H 9.88 -0.08 6.99
97 H 10.19 -1.59 6.14
98 H 9.43 -1.30 8.97
99 H 9.74 -2.85 8.15
100 H 7.00 -1.69 8.59
101 H 7.46 -3.41 8.38
102 H 5.82 -1.79 5.33
103 H 5.50 -1.32 7.00
104 H 5.38 -3.79 7.62
105 H 5.08 -4.05 5.86
106 H 3.23 -2.57 5.78
107 H 3.25 -2.41 7.62
108 H 3.00 -3.94 6.92
109 C 3.95 6.43 -5.68
110 C 3.53 5.35 -6.72
111 C 3.50 3.96 -6.11
112 C 3.00 2.89 -7.07
113 N 3.14 1.46 -6.42
114 C 4.60 1.14 -6.19
115 C 4.81 -0.21 -6.85
116 C 3.87 -0.13 -8.10
117 C 2.62 0.41 -7.39
118 C 2.43 1.30 -5.11
119 C 0.97 1.73 -5.27
120 C 0.03 1.33 -4.05
121 H 3.18 6.41 -4.90
122 H 4.00 7.44 -6.05
123 H 4.90 6.16 -5.24
124 H 4.30 5.27 -7.49
125 H 2.63 5.61 -7.21
126 H 2.91 3.91 -5.13
127 H 4.51 3.78 -5.80
128 H 3.60 2.81 -7.98
129 H 1.92 2.90 -7.36
130 H 4.76 1.20 -5.13
131 H 5.19 2.01 -6.56
132 H 4.34 -0.99 -6.22
133 H 5.86 -0.51 -7.14
134 H 3.78 -1.15 -8.55
135 H 4.27 0.51 -8.81
136 H 2.25 -0.41 -6.73
137 H 1.88 0.82 -8.05
138 H 2.91 1.83 -4.30
139 H 2.50 0.27 -4.75
140 H 0.58 1.32 -6.21
141 H 0.89 2.76 -5.41
142 H -0.87 1.92 -4.08
143 H 0.53 1.57 -3.17
144 H -0.21 0.30 -4.14
145 C -0.06 9.08 -2.73
146 C -1.27 9.35 -3.61
147 C -1.40 10.82 -3.90
148 C -2.66 11.00 -4.77
149 N -2.99 12.36 -5.25
150 C -1.77 13.05 -5.89
151 C -1.46 14.32 -5.03
152 C -2.09 13.94 -3.67
153 C -3.40 13.26 -4.14
154 C -4.02 12.30 -6.32
155 C -5.44 11.85 -5.86
156 C -6.36 12.30 -7.00
157 H -0.15 8.02 -2.44
158 H -0.01 9.71 -1.84
159 H 0.90 9.19 -3.28
160 H -2.22 8.98 -3.11
161 H -1.13 8.72 -4.43
162 H -0.51 11.19 -4.34
163 H -1.56 11.29 -2.93
164 H -3.46 10.54 -4.13
165 H -2.53 10.38 -5.63
166 H -2.01 13.37 -6.89
167 H -0.94 12.31 -6.00
168 H -1.85 15.22 -5.44
169 H -0.38 14.45 -4.90
170 H -2.32 14.74 -3.00
171 H -1.47 13.28 -3.09
172 H -3.90 14.17 -4.52
173 H -3.88 12.65 -3.43
174 H -3.70 11.72 -7.13
175 H -4.07 13.31 -6.77
176 H -5.63 12.45 -5.03
177 H -5.41 10.81 -5.66
178 H -7.29 11.77 -6.95
179 H -5.90 12.03 -7.93
180 H -6.49 13.37 -6.94
181 C 0.32 -2.21 -0.21
182 C -0.34 -1.08 0.54
183 O -1.07 -0.24 0.03
184 N 0.05 -0.99 1.94
185 H 1.04 -0.60 1.90
186 H -0.44 -0.28 2.42
187 C 0.03 -2.21 2.80
188 H -0.47 -2.89 -0.54
189 H 1.06 -2.74 0.38
190 H 0.71 -1.81 -1.15
191 H -0.15 -1.84 3.81
192 H 1.01 -2.73 2.70
193 H -0.77 -2.84 2.49
194 C -2.09 -7.04 5.05
195 C -2.22 -5.59 4.90
196 O -1.92 -4.74 5.70
197 N -3.01 -5.19 3.74
198 H -3.09 -4.12 3.73
199 H -2.49 -5.47 2.88
200 C -4.36 -5.85 3.78
201 H -2.13 -7.64 4.17
202 H -2.69 -7.45 5.92
203 H -1.17 -7.07 5.57
204 H -4.19 -6.89 3.90
205 H -4.97 -5.63 2.89
206 H -4.88 -5.43 4.69
207 C 0.14 -7.79 -5.08
208 C -0.37 -7.59 -3.72
209 O -1.39 -7.96 -3.19
210 N 0.62 -6.86 -2.80
211 H 0.52 -5.88 -3.04
212 H 0.30 -6.94 -1.84
213 C 2.06 -7.19 -2.96
214 H -0.71 -7.76 -5.76
215 H 0.78 -8.69 -5.13
216 H 0.78 -6.91 -5.28
217 H 2.44 -6.85 -3.89
218 H 2.22 -8.22 -2.95
219 H 2.61 -6.73 -2.12
220 C -1.05 -4.02 -5.98
221 F -0.29 -3.69 -6.96
222 F -2.30 -3.53 -6.15
223 F -1.09 -5.38 -5.88
224 S -0.46 -3.48 -4.29
225 O -0.63 -2.05 -4.26
226 O -1.15 -4.26 -3.29
227 N 0.99 -3.96 -4.33
228 S 2.23 -3.02 -4.62
229 O 2.11 -2.31 -5.84
230 O 2.71 -2.30 -3.46
231 C 3.49 -4.29 -4.92
232 F 3.97 -4.81 -3.74
233 F 2.95 -5.41 -5.58
234 F 4.51 -3.77 -5.55
235 C 2.28 2.08 2.29
236 F 1.55 3.24 2.47
237 F 1.73 1.47 1.17
238 F 3.52 2.42 2.19
239 S 1.97 0.97 3.74
240 O 2.74 1.63 4.73
241 O 0.56 0.89 3.79
242 N 2.43 -0.45 3.24
243 S 3.92 -0.99 3.23
244 O 4.93 -0.11 3.78
245 O 3.91 -2.39 3.58
246 C 4.33 -1.14 1.44
247 F 4.49 0.00 0.83
248 F 5.46 -1.87 1.28
249 F 3.29 -1.73 0.82
250 C -2.12 -8.27 0.07
251 F -1.02 -8.95 -0.25
252 F -3.05 -8.32 -0.89
253 F -2.67 -8.78 1.14
254 S -1.82 -6.51 0.37
255 O -1.52 -5.99 -0.95
256 O -3.03 -6.13 0.98
257 N -0.66 -6.33 1.43
258 S 0.91 -6.12 1.11
259 O 1.33 -6.43 -0.28
260 O 1.49 -4.92 1.61
261 C 1.49 -7.54 2.21
262 F 1.47 -7.00 3.45
263 F 0.71 -8.60 2.14
264 F 2.79 -7.82 1.87
265 P -3.84 -1.70 2.91
266 F -4.51 -0.83 4.12
267 F -4.67 -0.91 1.84
268 F -2.64 -0.47 2.90
269 F -3.03 -2.58 1.79
270 F -2.96 -2.42 4.06
271 F -4.88 -2.93 3.00

no.,DFT total energy (eV)
1,-23641.1236
2,-261521.4830